Entry from OMol25: a structure of composition C23H17Cl3N2O5PtS in a non-equilibrium geometry (ωB97M-V/def2-TZVPD).

Element x y z (Å)
Pt 0.02452 0.01380 0.22545
C 2.92547 -1.68533 3.18330
O 2.05322 -2.06622 4.24866
C 0.72028 -2.16249 4.10274
C 0.06330 -2.90950 5.04889
C -1.32012 -3.10781 4.98147
C -2.05968 -2.55409 3.96102
C -1.46288 -1.74576 2.98917
C -2.30187 -1.25566 1.95613
N -1.99430 -0.47152 0.96434
N -2.97405 -0.12558 0.14940
C -2.60752 0.38140 -1.02762
O -1.41836 0.45488 -1.45205
C -3.71164 0.88679 -1.88202
C -5.04558 0.70382 -1.51581
C -6.05799 1.19879 -2.31934
C -5.74978 1.87706 -3.49134
C -4.42476 2.05265 -3.86312
C -3.40836 1.55703 -3.06357
C -0.03379 -1.48716 3.05530
O 0.55970 -0.67363 2.30549
H 3.91147 -2.03317 3.48533
H 2.93991 -0.60458 3.04924
H 2.64618 -2.16301 2.24652
H 0.65412 -3.35888 5.83595
H -1.80619 -3.72514 5.72448
H -3.12383 -2.73879 3.89532
H -3.33419 -1.59374 1.98134
H -5.26704 0.17106 -0.60365
H -7.09171 1.05309 -2.03304
H -6.54670 2.26932 -4.11050
H -4.18790 2.57597 -4.78054
H -2.36904 1.68220 -3.33772
Cl 2.66750 -0.08012 -0.21024
C 3.19212 1.55400 -0.04953
C 4.55302 1.79593 -0.02974
C 5.01872 3.09482 0.07374
C 4.12644 4.15393 0.14791
C 2.76788 3.91102 0.12419
Cl 1.69196 5.25179 0.22599
C 2.25178 2.59769 0.03778
S 0.53158 2.37281 0.02353
H 5.23764 0.96213 -0.10212
H 6.08268 3.28601 0.09385
H 4.47860 5.17293 0.22375
Cl 1.52028 -4.70624 1.51954
C 0.94481 -4.41937 -0.14451
C 0.03845 -3.16796 -0.11814
O -1.14691 -3.32655 0.14048
O 0.67283 -2.08897 -0.38182
H 0.37515 -5.28867 -0.45484
H 1.81320 -4.25653 -0.77432

The value obtained for the HOMO energy (alpha / beta) is -0.29141 / -0.28477 Eh. For the frontier orbital gap (alpha / beta), the calculation gives 7.85 / 4.55 eV. As for the strongest force on any atom: 0.0224 Eh/bohr. As for the electronic energy: -3270.325025 Ha. The net charge is 0. The spin multiplicity is 5.

Need the Löwdin charges? In units of e they are: number 1, Pt, carries 1.010; number 2, C, carries -0.067; number 3, O, carries -0.048; number 4, C, carries -0.203; number 5, C, carries 0.006; number 6, C, carries -0.044; number 7, C, carries -0.037; number 8, C, carries -0.106; number 9, C, carries -0.069; number 10, N, carries -0.095; number 11, N, carries 0.067; number 12, C, carries -0.438; number 13, O, carries -0.150; number 14, C, carries -0.145; number 15, C, carries -0.027; number 16, C, carries -0.081; number 17, C, carries -0.088; number 18, C, carries -0.080; number 19, C, carries -0.021; number 20, C, carries -0.244; number 21, O, carries -0.099; number 22, H, carries 0.097; number 23, H, carries 0.083; number 24, H, carries 0.051; number 25, H, carries 0.126; number 26, H, carries 0.112; number 27, H, carries 0.116; number 28, H, carries 0.136; number 29, H, carries 0.104; number 30, H, carries 0.102; number 31, H, carries 0.101; number 32, H, carries 0.102; number 33, H, carries 0.114; number 34, Cl, carries 0.805; number 35, C, carries -0.625; number 36, C, carries -0.100; number 37, C, carries -0.054; number 38, C, carries -0.102; number 39, C, carries -0.684; number 40, Cl, carries 0.702; number 41, C, carries -0.656; number 42, S, carries 0.768; number 43, H, carries 0.111; number 44, H, carries 0.116; number 45, H, carries 0.110; number 46, Cl, carries 0.599; number 47, C, carries -0.471; number 48, C, carries -0.745; number 49, O, carries 0.026; number 50, O, carries -0.225; number 51, H, carries 0.072; number 52, H, carries 0.068

Entry from OMol25: the molecule C4H9NSi in a non-equilibrium geometry (ωB97M-V/def2-TZVPD).

Element x y z (Å)
C -1.68422 0.89754 0.36819
C -1.84164 -0.60534 0.14963
C -0.61280 -1.21170 -0.49081
C 0.57843 -0.97745 -0.04331
N 1.69015 -0.72059 0.35559
Si 2.83671 0.45915 -0.15933
H -0.82638 1.09889 1.00777
H -1.53192 1.40473 -0.58107
H -2.57366 1.30883 0.84120
H -2.70285 -0.79684 -0.49248
H -2.03562 -1.08658 1.11495
H -0.74893 -1.97297 -1.24149
H 3.93372 -0.36034 -0.68190
H 3.16091 1.19437 1.05879
H 2.35810 1.36831 -1.20573

The value obtained for the HOMO energy is -0.30661 Eh. As for the SMILES: CCC=C=N[SiH3]. For the frontier orbital gap, the calculation gives 9.31 eV. As for the strongest force on any atom: 0.0251 Eh/bohr. The energy relative to the best compared isomer or geometry (same formula, charge and spin) comes out at 1.827 eV. As for the electronic energy: -502.013748 Ha. The net charge is 0.

Need the natural (NBO) charges? In units of e they are: number 1, C, carries -0.600; number 2, C, carries -0.392; number 3, C, carries -0.474; number 4, C, carries 0.480; number 5, N, carries -0.827; number 6, Si, carries 1.080; number 7, H, carries 0.199; number 8, H, carries 0.206; number 9, H, carries 0.209; number 10, H, carries 0.209; number 11, H, carries 0.202; number 12, H, carries 0.249; number 13, H, carries -0.175; number 14, H, carries -0.175; number 15, H, carries -0.191